{
  "formula": "C48H70BGeN6OPbS3",
  "method": "wB97M-V/def2-TZVPD",
  "homo_energy_ev": -9.0,
  "total_charge": 1,
  "de_lowest_kj_mol": 579.9,
  "energy_ev": -156842.717,
  "gap_ev": 6.7,
  "symbols": ["Pb", "C", "C", "C", "C", "N", "C", "C", "N", "B", "N", "C", "C", "N", "C", "S", "C", "C", "C", "C", "N", "C", "C", "N", "C", "S", "C", "C", "C", "C", "C", "S", "H", "H", "H", "H", "H", "H", "H", "H", "H", "H", "H", "H", "H", "H", "H", "H", "H", "H", "H", "H", "H", "H", "H", "H", "H", "H", "H", "H", "H", "H", "H", "H", "H", "H", "C", "C", "C", "C", "C", "C", "C", "C", "C", "C", "C", "C", "H", "H", "H", "H", "H", "H", "H", "H", "H", "H", "H", "H", "H", "H", "H", "H", "H", "H", "Ge", "C", "C", "C", "C", "C", "C", "C", "C", "C", "C", "C", "C", "H", "H", "H", "H", "H", "H", "H", "H", "H", "H", "H", "C", "C", "C", "O", "H", "H", "H", "H", "H", "H", "H"],
  "xyz": [[-0.89379, 0.26429, -0.14333], [1.73161, 5.90599, 2.72617], [1.74061, 4.51479, 2.09467], [3.19311, 4.06669, 1.93437], [1.01001, 4.55779, 0.75407], [1.02651, 3.55489, 2.95037], [0.35831, 3.85649, 4.09767], [-0.19029, 2.70499, 4.56037], [0.11471, 1.70089, 3.69167], [-0.59309, 0.32659, 3.97747], [-2.09449, 0.53169, 3.73157], [-3.00929, -0.06281, 4.55567], [-4.24299, 0.22969, 4.09267], [-4.09949, 1.00669, 2.97507], [-2.77639, 1.16839, 2.76467], [-2.04419, 2.09179, 1.50847], [-5.21419, 1.43309, 2.11187], [-6.54869, 1.03329, 2.74187], [-5.04929, 0.72029, 0.76967], [-5.18519, 2.95349, 1.95597], [-0.03679, -0.90741, 3.26427], [1.11241, -1.46871, 3.75167], [1.29021, -2.65351, 3.13797], [0.23851, -2.84801, 2.28347], [-0.54079, -1.76201, 2.35547], [-2.00669, -1.48131, 1.49267], [0.17301, -4.08401, 1.48997], [1.42231, -4.10841, 0.60707], [0.17291, -5.25841, 2.47387], [-1.07229, -4.17891, 0.62157], [0.86051, 2.23389, 2.72167], [1.49841, 1.36479, 1.31287], [2.29921, 6.57069, 2.08067], [2.20761, 5.90429, 3.70367], [0.72441, 6.30389, 2.80897], [3.74291, 4.81399, 1.37047], [3.25451, 3.12419, 1.40327], [3.66481, 3.96149, 2.90837], [1.49901, 5.26699, 0.09387], [-0.02289, 4.86539, 0.90167], [1.01371, 3.57799, 0.28267], [0.30971, 4.83769, 4.51467], [-0.77579, 2.52609, 5.43827], [-0.44949, 0.13949, 5.14387], [-2.71409, -0.65181, 5.39917], [-5.19039, -0.07391, 4.47497], [-6.63269, -0.04371, 2.85617], [-7.35379, 1.35719, 2.08877], [-6.69069, 1.51779, 3.70477], [-4.98139, -0.35531, 0.92057], [-4.14539, 1.05749, 0.27407], [-5.89899, 0.93639, 0.12967], [-5.32629, 3.43119, 2.92257], [-5.98609, 3.26929, 1.29487], [-4.24309, 3.28699, 1.53447], [1.70091, -0.98061, 4.49887], [2.07971, -3.36281, 3.24787], [2.31611, -4.28091, 1.20237], [1.51301, -3.14641, 0.10777], [1.34691, -4.89381, -0.14003], [1.11121, -5.32971, 3.01697], [0.02991, -6.18001, 1.91727], [-0.63769, -5.15931, 3.19337], [-1.11619, -3.34561, -0.07243], [-1.97759, -4.18911, 1.22307], [-1.02519, -5.10421, 0.05167], [-3.89869, -0.20541, -2.71043], [-2.59519, 0.50489, -2.94843], [-1.63799, -0.11941, -3.76703], [-1.99569, -1.45561, -4.34643], [-0.42559, 0.51999, -4.03563], [0.49981, 0.03849, -5.11553], [-0.11579, 1.72979, -3.38643], [1.28851, 2.25229, -3.50253], [-1.10379, 2.39919, -2.66343], [-0.93809, 3.80829, -2.16193], [-2.37139, 1.80879, -2.48643], [-3.46759, 2.67109, -1.92353], [-4.48559, -0.23351, -3.62873], [-4.49489, 0.26129, -1.93503], [-3.72429, -1.23461, -2.40523], [-2.29969, -2.14081, -3.55703], [-1.16849, -1.91871, -4.86633], [-2.82579, -1.36141, -5.04523], [0.32351, 0.63889, -6.00873], [0.33641, -0.99821, -5.37943], [1.54761, 0.14349, -4.84733], [1.51151, 2.58909, -4.51323], [1.98311, 1.44619, -3.24913], [1.47851, 3.06809, -2.81463], [-1.26339, 3.88519, -1.12583], [-1.56389, 4.47539, -2.75753], [0.08001, 4.17299, -2.22943], [-3.57559, 3.55319, -2.55443], [-3.23289, 3.01809, -0.91803], [-4.42679, 2.16939, -1.90103], [1.58911, -1.41371, -2.41083], [3.55461, -1.93141, -2.33313], [4.09581, -2.93061, -1.52843], [5.46531, -3.10041, -1.42133], [6.32481, -2.31081, -2.16563], [5.80821, -1.33951, -3.00563], [4.44051, -1.14191, -3.06433], [1.02401, -3.11591, -3.34053], [-0.04759, -3.87961, -2.89193], [-0.53609, -4.94591, -3.62493], [0.01231, -5.23341, -4.86293], [1.07281, -4.47911, -5.33773], [1.58071, -3.44421, -4.57483], [0.93231, -1.14261, 0.24457], [3.44001, -3.58601, -0.97333], [5.87341, -3.85091, -0.75743], [7.39331, -2.44431, -2.08353], [6.47331, -0.72161, -3.59193], [4.04501, -0.35451, -3.70043], [-0.50289, -3.62201, -1.94593], [-1.35659, -5.53651, -3.24003], [-0.39379, -6.03551, -5.45993], [1.50561, -4.70091, -6.30303], [2.42281, -2.87191, -4.94363], [3.96401, 0.06419, 0.37827], [3.58021, -0.19431, 1.82597], [4.53161, 0.49959, 2.79447], [2.21791, 0.14799, 2.10577], [4.83331, -0.52301, 0.09767], [4.18891, 1.11559, 0.20997], [3.13611, -0.23231, -0.26253], [3.57821, -1.27371, 2.02227], [4.58261, 1.56459, 2.58307], [5.51821, 0.06669, 2.65777], [4.22281, 0.35359, 3.82727]],
  "forces_ev_per_a": [[1.1276, -1.0769, -0.8938], [-0.0972, -0.2449, -0.0210], [0.4631, 0.4331, -0.5454], [-0.0490, 0.0539, 0.0094], [0.0341, 0.0531, 0.2089], [-0.1292, -0.6148, 0.2159], [-0.4210, -0.1634, 0.4677], [0.1466, 0.4590, 0.0323], [0.4586, 0.0605, -0.1045], [-0.3696, 0.1037, -0.3376], [-0.3384, 0.1314, 0.1314], [-0.5150, -0.1096, 0.1518], [0.1632, -0.5102, 0.5743], [0.4863, -0.1947, 0.3073], [0.4644, 0.6840, -0.3949], [-0.1207, 0.5048, 0.2974], [-0.3887, 0.3121, -0.5410], [0.2457, -0.0049, -0.0190], [0.0008, 0.0426, 0.1067], [0.0505, -0.0812, 0.0045], [0.2625, -0.1768, 0.0240], [0.2622, -0.6706, 0.1189], [0.4672, 0.3170, 0.7200], [-0.0152, 0.4484, 0.3573], [-0.9427, 0.1073, -0.4414], [-0.5900, -0.1087, 0.1026], [-0.0465, -0.7592, -0.3673], [-0.1468, -0.0411, 0.0682], [-0.0206, 0.1104, -0.0991], [0.0807, 0.0337, -0.0162], [0.4254, -0.1944, -0.4722], [-0.2342, 0.1173, 0.5355], [0.0217, 0.0259, -0.0454], [0.0466, 0.0265, 0.1032], [-0.1373, 0.0747, 0.0482], [0.0333, 0.1148, -0.0754], [0.1520, 0.0274, -0.0214], [0.0668, -0.0153, 0.1219], [0.0588, 0.0620, -0.1409], [-0.1108, 0.0284, -0.0257], [-0.0072, 0.0022, -0.2045], [0.0428, 0.2250, 0.0234], [-0.1010, -0.0248, 0.1614], [0.0282, 0.0195, 0.2826], [0.0512, -0.0758, 0.1582], [-0.2235, -0.0222, 0.0894], [-0.0530, -0.1355, 0.0229], [-0.0036, 0.0638, -0.1007], [-0.0362, 0.0089, 0.1307], [-0.0621, -0.1310, 0.0064], [0.0557, 0.0186, -0.0938], [-0.1439, 0.0322, -0.0945], [-0.0314, 0.0743, 0.1144], [-0.1607, 0.0024, -0.0738], [-0.0175, 0.0631, -0.0213], [0.1459, 0.0660, 0.1514], [0.1499, -0.1922, 0.0587], [0.1480, -0.0149, 0.0045], [0.0340, 0.0235, -0.0638], [-0.0107, -0.1227, -0.0401], [0.0768, -0.0600, 0.0679], [0.0288, -0.1243, -0.0296], [-0.0901, -0.0023, 0.0309], [-0.1037, -0.0960, 0.0120], [-0.0568, 0.0104, -0.0504], [0.1177, -0.1293, 0.0180], [0.0247, 0.0324, 0.0440], [-0.0188, 0.5046, -0.0047], [0.1191, 0.1711, 0.1465], [0.1312, -0.0156, -0.0667], [-0.3386, 0.1398, 0.0980], [-0.0352, -0.1822, 0.0862], [-0.1594, -0.0196, 0.1187], [-0.0872, -0.0147, 0.0200], [-0.2187, -0.1198, -0.1741], [0.1363, -0.1219, -0.0252], [0.0847, -0.1052, -0.4864], [0.0257, -0.0991, 0.0304], [-0.1348, -0.0732, -0.0234], [-0.0552, 0.0159, 0.0123], [-0.0555, -0.1141, 0.0115], [-0.0372, -0.0919, -0.0470], [0.0261, -0.1331, -0.0589], [-0.1261, -0.0535, -0.0628], [0.1044, 0.0499, -0.1231], [0.0204, -0.0808, -0.0754], [0.1503, 0.0649, -0.0103], [0.1073, 0.0684, -0.0861], [0.0544, 0.0659, -0.0522], [0.0789, 0.0784, -0.0167], [-0.0390, 0.1484, 0.1160], [-0.0117, 0.1061, 0.0769], [0.0430, 0.0390, 0.0015], [-0.0727, 0.0943, 0.0079], [-0.0882, 0.0543, 0.1076], [-0.0798, 0.0039, 0.0178], [0.4889, -0.3820, 0.0532], [-0.3537, 0.2412, -0.0168], [-0.1911, -0.0513, 0.0132], [0.0837, -0.1352, 0.0858], [0.1392, 0.1029, 0.0213], [0.1792, 0.0537, -0.0356], [-0.3282, 0.1112, -0.0522], [-0.1357, 0.2671, 0.3833], [0.0546, 0.1580, 0.1894], [-0.1136, -0.0741, 0.0322], [-0.0793, -0.0911, -0.0451], [-0.0054, -0.0478, -0.1495], [0.2256, 0.2365, 0.1503], [-0.5905, 0.4603, -0.6292], [-0.0264, -0.0685, 0.0784], [-0.0233, -0.0994, -0.0014], [0.0900, -0.0335, -0.0155], [0.0447, 0.0341, -0.0660], [0.0685, 0.0963, -0.0017], [-0.1282, -0.0774, 0.0241], [-0.0660, -0.0389, -0.0132], [0.0045, -0.1180, -0.0518], [0.0313, -0.0247, -0.0591], [0.1259, 0.0021, -0.0980], [-0.3126, -0.0819, 0.1908], [1.0649, 0.0179, -0.1444], [-0.3755, -0.2755, -0.1733], [-0.4909, 0.2147, 0.1568], [0.1120, -0.0630, -0.0097], [0.0354, 0.1460, -0.0185], [0.0530, -0.0377, -0.1407], [0.0135, 0.1521, -0.0913], [0.0405, 0.1273, -0.0011], [0.1990, 0.0427, 0.0522], [-0.0053, -0.0207, 0.0953]]
}